A structure of composition C48H66FInN9O5 in a non-equilibrium geometry, computed with ωB97M-V with the def2-TZVPD basis set.

The geometry in ORCA input format:
```
! RIJCOSX wB97M-V def2-TZVPD def2/J DEFGRID3
* xyz -1 1
C -3.034 -3.549 0.729
C -3.351 -2.036 0.228
C -2.938 -1.765 -1.283
O -3.753 -1.152 -2.025
O -1.646 -2.194 -1.689
C -0.971 -1.182 -2.502
C 0.534 -1.043 -1.934
In 0.507 -0.877 0.347
C 0.257 1.247 1.074
C -1.232 1.828 0.967
C -2.197 1.492 2.202
C -1.509 1.548 3.650
O -1.513 0.194 4.196
C -0.224 -0.388 4.201
O 0.169 -0.946 5.262
C 2.586 -1.546 1.094
C 2.476 -3.012 1.748
O 3.471 -3.619 2.185
F 1.218 -3.682 1.811
H -3.939 -4.238 0.678
H -2.724 -3.442 1.835
H -2.124 -3.910 0.151
H -2.663 -1.367 0.871
H -4.416 -1.706 0.489
H -1.467 -0.158 -2.477
H -0.887 -1.586 -3.575
H 1.016 -0.064 -2.298
H 1.203 -1.916 -2.269
H -0.648 -2.050 1.076
H 0.912 1.903 0.380
H 0.737 1.317 2.106
H -1.195 2.965 0.774
H -1.730 1.387 0.020
H -3.013 2.311 2.202
H -2.752 0.501 2.130
H -0.501 2.074 3.684
H -2.211 2.161 4.332
H 0.486 -0.448 3.313
H 2.859 -0.828 1.949
H 3.362 -1.491 0.264
N -6.204 1.549 0.679
C -5.985 1.474 2.028
C -7.080 2.006 2.666
C -7.996 2.411 1.663
C -7.429 2.114 0.447
H -5.562 1.236 -0.033
H -5.071 1.052 2.417
H -7.208 2.092 3.735
H -8.962 2.868 1.814
H -7.791 2.257 -0.560
N 5.457 -5.666 1.400
C 6.034 -6.906 1.416
C 7.340 -6.772 1.008
C 7.558 -5.398 0.742
C 6.377 -4.741 0.997
H 4.499 -5.464 1.649
H 5.468 -7.776 1.714
H 8.057 -7.574 0.913
H 8.476 -4.940 0.403
H 6.114 -3.697 0.924
N -3.151 5.889 0.163
C -2.126 6.538 -0.472
C -1.474 7.312 0.456
C -2.127 7.119 1.699
C -3.155 6.234 1.488
H -3.800 5.256 -0.275
H -1.950 6.394 -1.527
H -0.622 7.946 0.262
H -1.871 7.577 2.643
H -3.889 5.822 2.165
N 6.570 -2.208 -1.357
C 5.952 -2.051 -2.568
C 6.044 -0.727 -2.922
C 6.748 -0.062 -1.889
C 7.063 -1.002 -0.938
H 6.650 -3.078 -0.852
H 5.500 -2.892 -3.071
H 5.648 -0.287 -3.826
H 6.999 0.987 -1.846
H 7.592 -0.916 -0.001
N 1.158 -6.278 3.632
C 0.509 -5.985 4.800
C 0.409 -7.144 5.532
C 1.027 -8.172 4.779
C 1.483 -7.607 3.613
H 1.366 -5.616 2.899
H 0.172 -4.981 5.009
H -0.056 -7.239 6.502
H 1.129 -9.210 5.060
H 2.007 -8.036 2.772
N -3.415 -0.837 -4.998
C -4.014 0.354 -5.303
C -3.992 0.504 -6.669
C -3.361 -0.643 -7.208
C -3.019 -1.454 -6.153
H -3.287 -1.204 -4.064
H -4.402 0.992 -4.524
H -4.387 1.346 -7.218
H -3.178 -0.853 -8.252
H -2.527 -2.415 -6.125
N 5.412 1.455 -6.587
C 6.161 0.346 -6.874
C 6.017 0.071 -8.211
C 5.153 1.054 -8.753
C 4.797 1.896 -7.728
H 5.326 1.880 -5.678
H 6.730 -0.152 -6.102
H 6.483 -0.746 -8.741
H 4.827 1.138 -9.780
H 4.161 2.768 -7.712
N 6.913 3.639 -0.548
C 6.295 3.797 -1.760
C 6.388 5.120 -2.114
C 7.092 5.785 -1.079
C 7.406 4.845 -0.128
H 6.992 2.770 -0.044
H 5.843 2.956 -2.263
H 5.993 5.561 -3.017
H 7.343 6.835 -1.036
H 7.935 4.931 0.809
N -10.190 2.243 5.404
C -10.734 2.994 4.397
C -10.656 4.315 4.764
C -10.037 4.363 6.037
C -9.757 3.070 6.405
H -10.118 1.239 5.407
H -11.131 2.524 3.509
H -11.006 5.154 4.180
H -9.818 5.246 6.619
H -9.291 2.668 7.292
*
```

Values from the calculation:
Kohn-Sham gap = 0.28714 hartree
LUMO = 1.91 eV

These are the Löwdin partial charges, in e, on atoms 1 to 99: C -0.11; C -0.15; C -0.37; O 0.01; O -0.11; C -0.27; C -0.25; In 0.69; C -0.31; C -0.29; C -0.18; C -0.18; O -0.09; C -0.24; O 0.01; C -0.19; C -0.39; O 0.03; F -0.04; H 0.07; H 0.08; H 0.07; H 0.06; H 0.12; H 0.12; H 0.12; H 0.04; H 0.04; H -0.03; H 0.04; H 0.01; H 0.10; H 0.09; H 0.10; H 0.09; H 0.13; H 0.13; H 0.12; H 0.05; H 0.04; N 0.01; C -0.14; C -0.11; C -0.12; C -0.15; H 0.14; H 0.09; H 0.09; H 0.08; H 0.10; N 0.02; C -0.14; C -0.12; C -0.12; C -0.16; H 0.11; H 0.10; H 0.09; H 0.09; H 0.10; N 0.00; C -0.15; C -0.12; C -0.12; C -0.15; H 0.14; H 0.10; H 0.09; H 0.09; H 0.11; N 0.02; C -0.13; C -0.11; C -0.12; C -0.14; H 0.10; H 0.11; H 0.07; H 0.06; H 0.11; N 0.02; C -0.13; C -0.12; C -0.13; C -0.15; H 0.11; H 0.11; H 0.08; H 0.08; H 0.10; N 0.02; C -0.14; C -0.13; C -0.13; C -0.14; H 0.09; H 0.10; H 0.08; H 0.08